Formula: C3H9O
Source: OMol25
Level of theory: ωB97M-V with the def2-TZVPD basis set

Last column: Löwdin charge in e.
Positions of all 13 atoms, in Å:
C  -2.5173  1.3125  -0.0118  -0.0758
H  -2.4434  0.9934  1.0226  0.0056
H  -3.0062  0.5268  -0.5918  0.0069
H  -3.0893  2.2412  -0.0918  -0.0049
H  -1.4972  1.4413  -0.3532  -0.0022
C  1.3724  -0.2124  0.4440  -0.6386
O  0.0761  -0.2085  0.7722  -0.3612
C  1.7616  -1.4132  -0.4474  -0.1698
H  1.7097  0.7213  -0.0885  0.0612
H  2.0812  -0.2560  1.3240  0.0603
H  2.8385  -1.4734  -0.6578  0.0350
H  1.4677  -2.3156  0.0864  0.0421
H  1.2462  -1.3575  -1.4069  0.0415

Calculated values
E   -5303.7287 eV
ΔE to the lowest compared entry with this formula, charge and spin   3.8 kcal per mole
Charge   -1
LUMO energy   4.488 eV
HOMO-LUMO gap   0.242 Eh